(1)
A molecular structure, C7H23NPRu in a non-equilibrium geometry, computed with ωB97M-V/def2-TZVPD.

Positions of all 33 atoms, in Å:
C1 2.1746 1.8158 -3.8204
Ru1 0.6508 0.9378 -1.1751
N1 0.4696 2.9445 -0.8134
H1 1.1791 -0.3802 -1.8247
H2 1.2773 1.2989 -3.4066
H3 2.5885 1.2438 -4.6647
H4 2.9453 1.8732 -3.0357
H5 1.8914 2.7948 -4.2146
H6 0.7510 3.1711 0.1417
H7 -0.5045 3.2161 -0.8971
H8 1.0063 3.5667 -1.4305
C2 -2.9277 0.1711 1.5147
C3 -1.4423 -0.0579 1.8409
P1 -0.3221 -0.0988 0.4093
C4 1.2841 -0.2133 1.3223
C5 1.4909 -1.4427 2.1944
C6 -0.9481 -1.5559 -0.4979
C7 -1.2039 -2.8338 0.2806
H9 -3.1046 1.1468 1.0334
H10 -3.5037 0.1478 2.4555
H11 -3.3341 -0.6131 0.8550
H12 -1.0762 0.7388 2.5210
H13 -1.3196 -1.0424 2.3618
H14 2.0415 -0.0409 0.5147
H15 1.2663 0.6989 1.9550
H16 1.4975 -2.3758 1.6248
H17 2.4532 -1.3462 2.7061
H18 0.7104 -1.4792 2.9575
H19 -1.8943 -1.1569 -0.9205
H20 -0.2476 -1.6593 -1.3467
H21 -1.9611 -2.6619 1.0448
H22 -1.5901 -3.5746 -0.4213
H23 -0.2980 -3.2330 0.7360

As for the spin multiplicity: 5. As for the frontier orbital gap (alpha / beta): 7.3 / 7.9 eV. The total charge is +1. The expectation value of S² is 6.01. For the total energy, the calculation gives -771.0937 Eh. Its HOMO energy (alpha / beta) is -10.225 / -13.019 eV.

=====

(2)
A gas-phase ion, C3H2IN2 (charge +1) in a non-equilibrium geometry, computed with ωB97M-V/def2-TZVPD.

Positions of all 8 atoms, in Å:
I1 3.1236 -0.7842 -0.1417
C1 1.1314 -0.2817 0.2801
N1 0.6720 0.9851 0.1183
C2 -0.6188 0.9979 0.0969
N2 -1.8812 1.2155 -0.2842
C3 -1.4812 -0.0233 -0.4179
H1 0.7358 -1.0471 1.0082
H2 -1.6817 -1.0623 -0.6597

As for the frontier orbital gap (alpha / beta): 8.1 / 8.1 eV. The total charge is +1. The SMILES is I/C=N/C1=[N+]=C1. For the total energy, the calculation gives -522.2487 Eh. Its HOMO energy (alpha / beta) is -14.894 / -14.894 eV.